[1]
DFT (ωB97M-V/def2-TZVPD) results for a cluster of 10 separate species, BF4H18O9 in total at a distorted geometry.

The geometry in ORCA input format:
```
! RIJCOSX wB97M-V def2-TZVPD def2/J DEFGRID3
* xyz -1 1
F 1.083 1.094 -0.631
F 0.907 -1.193 -0.538
F -0.978 0.014 -0.589
F 0.429 0.067 1.302
O 0.740 2.809 1.564
O -3.706 -0.353 -2.199
O -1.249 -3.183 -0.517
O 3.813 -0.226 -0.321
O -1.385 2.337 -2.060
O -3.082 -0.972 1.092
O 1.482 -3.110 1.609
O -1.407 1.075 3.168
O 3.650 1.709 -2.395
B 0.313 0.013 -0.107
H -0.507 2.604 -2.346
H 2.748 1.984 -2.579
H 4.212 -0.001 0.526
H 1.468 2.486 2.102
H -1.239 1.512 -1.565
H -1.216 -3.071 0.441
H -0.817 0.710 2.484
H -2.223 -0.623 0.834
H 2.864 -0.331 -0.125
H -2.906 0.059 -2.547
H -1.930 0.322 3.465
H 3.560 1.067 -1.662
H -0.423 -2.795 -0.834
H -3.422 -1.383 0.287
H 0.675 2.165 0.833
H 1.228 -2.314 1.119
H 1.710 -2.790 2.487
H -4.389 0.318 -2.299
*
```

Output
Largest force on an atom   1.3 eV/A
Relative energy (zero: lowest compared OMol25 entry of this formula, charge and spin)   3.2 kcal per mole
Total energy   -30276.268 eV
HOMO energy   -8.0 eV

These are the Mulliken partial charges, in e, on atoms 1 to 4: F -0.505; F -0.464; F -0.412; F -0.428

---

[2]
DFT (ωB97M-V/def2-TZVPD) results for an isolated molecule of C5H8N2S at a distorted geometry.

The geometry in ORCA input format:
```
! RIJCOSX wB97M-V def2-TZVPD def2/J DEFGRID3
* xyz 0 1
S -3.756 0.191 0.127
N -2.256 -0.647 -0.265
N 2.418 -0.280 0.478
C 0.070 -1.093 -0.122
C 0.704 1.207 -0.320
C -1.077 -0.134 -0.049
C -0.585 1.304 0.007
C 1.334 -0.156 -0.440
H 1.987 -0.385 1.511
H -1.072 2.317 0.115
H 0.153 -1.591 0.936
H 0.109 -1.766 -0.929
H 1.839 -0.362 -1.474
H -4.518 -0.934 0.077
H 1.480 1.939 -0.092
H 3.172 0.390 0.440
*
```

Output
Largest force on an atom   4.7 eV/A
Relative energy (zero: lowest compared OMol25 entry of this formula, charge and spin)   67.4 kcal per mole
Total energy   -19127.497 eV
HOMO energy   -8.4 eV

These are the Mulliken partial charges, in e, on atoms 1 to 4: S -0.202; N -0.484; N -0.625; C -0.691

---

[3]
DFT (ωB97M-V/def2-TZVPD) results for an isolated molecule of C5H7NO at a distorted geometry.

The geometry in ORCA input format:
```
! RIJCOSX wB97M-V def2-TZVPD def2/J DEFGRID3
* xyz 0 1
O 0.934 -1.210 -1.305
N 2.416 0.916 -0.162
C -2.425 0.835 0.062
C 1.280 0.628 -0.563
C -1.218 0.498 0.388
C 0.026 0.103 0.602
C 0.382 -1.501 -0.171
H 2.831 0.442 0.631
H 0.775 1.062 -1.413
H 1.035 -1.838 0.658
H 0.417 0.184 1.614
H -3.243 0.122 0.092
H -2.662 1.851 -0.237
H -0.547 -2.091 -0.196
*
```

Output
Largest force on an atom   1.9 eV/A
Relative energy (zero: lowest compared OMol25 entry of this formula, charge and spin)   145.7 kcal per mole
Total energy   -8829.885 eV
HOMO energy (alpha / beta)   -8.8 / -8.8 eV

These are the Mulliken partial charges, in e, on atoms 1 to 4: O -0.601; N -0.646; C -0.801; C 0.113

---

[4]
DFT (ωB97M-V/def2-TZVPD) results for a structure of composition C4H4N2O2 at a distorted geometry.

The geometry in ORCA input format:
```
! RIJCOSX wB97M-V def2-TZVPD def2/J DEFGRID3
* xyz 0 1
O -1.556 1.145 -0.122
O -2.942 -0.690 0.053
N 1.863 -0.336 -0.072
N 0.837 -1.299 0.286
C 1.318 0.874 -0.050
C -0.105 0.832 0.372
C -1.835 -0.210 0.030
C -0.306 -0.526 -0.182
H -0.230 -0.260 -1.257
H 2.023 1.676 -0.338
H 1.117 -2.120 -0.238
H -0.186 0.915 1.520
*
```

Output
Largest force on an atom   3.1 eV/A
Relative energy (zero: lowest compared OMol25 entry of this formula, charge and spin)   112.2 kcal per mole
Total energy   -11283.675 eV
HOMO energy   -10.3 eV

These are the Mulliken partial charges, in e, on atoms 1 to 4: O -0.344; O -0.525; N -0.373; N -0.363

---

Q: What is the formula in the second record?
A: C5H8N2S